Record 1
7 unconnected molecules or ions with the total composition C18H49O9PS6. Source: OMol25; level of theory: wB97M-V/def2-TZVPD.

The geometry in ORCA input format:
```
! RIJCOSX wB97M-V def2-TZVPD def2/J DEFGRID3
* xyz 0 1
H -5.288 -5.602 -4.530
C -2.899 -0.882 -2.525
C -6.253 1.696 1.276
H -1.390 -3.224 -4.054
O -2.917 1.218 -4.020
H -8.187 2.491 -1.384
H 8.837 2.046 0.900
C -4.208 -5.510 -4.667
C -4.764 1.710 0.590
H -4.690 2.347 -0.406
S -1.772 -0.274 3.156
H -0.418 -0.025 5.138
H -1.759 -4.255 -5.460
H -3.970 -5.604 -5.729
O -7.099 2.614 0.450
H 0.403 -0.566 2.168
H 12.961 -0.394 -2.331
C -3.322 -0.077 -3.927
H 2.235 2.134 -1.525
O 10.190 0.198 -1.881
S -3.690 -3.881 -4.073
C 6.866 1.203 -0.941
H 11.307 2.724 -0.809
C 12.015 2.073 -1.328
H -5.061 -0.529 -0.182
H 13.291 0.847 -3.578
S 11.117 1.139 -2.591
H 8.860 0.744 2.117
C 3.331 2.543 1.089
C -4.209 0.191 0.172
C 12.538 0.175 -3.162
H -3.632 -0.193 1.136
H -3.654 -1.740 -2.264
C -6.260 -1.352 5.187
O -2.698 -1.216 3.866
C -0.873 0.660 4.419
H -3.960 -0.548 -4.789
H -9.040 1.566 0.091
H 9.244 0.370 0.417
H 5.848 1.110 -1.327
O 6.082 1.623 1.582
H 3.944 1.926 0.429
O -1.259 0.464 -0.365
C -1.924 -4.117 -4.389
C -0.351 -1.238 2.585
H -8.920 -2.069 4.406
C -8.261 -2.061 3.535
C -8.007 1.807 -0.424
H 3.560 2.299 2.129
S 1.580 2.195 0.790
H 0.548 2.665 -1.316
H 7.179 2.248 -0.996
H -7.394 0.835 -0.711
O -3.884 -3.862 -2.586
S -7.062 -0.715 3.695
O 0.782 3.179 1.593
C 8.631 0.988 1.078
H -8.856 -1.889 2.635
H -1.070 1.456 -0.214
H -7.741 -3.018 3.448
O -6.083 -0.848 2.566
H 1.879 3.803 -0.984
H -6.141 2.254 2.324
H 12.200 -0.514 -3.938
H 12.785 2.685 -1.804
H 7.536 0.578 -1.537
C 1.565 2.758 -0.930
H -5.441 -0.681 5.454
S 6.881 0.640 0.778
H -3.702 -6.294 -4.098
H -6.983 -1.384 6.005
H -3.993 2.123 1.397
H 12.470 1.388 -0.609
H -0.689 -1.927 1.808
H -5.862 -2.352 4.999
H -1.557 -4.985 -3.836
P -2.846 0.506 -1.161
H 3.537 3.602 0.912
H -6.720 0.630 1.411
H 0.073 -1.807 3.416
H -1.581 1.311 4.937
H -0.103 1.271 3.943
H -1.834 -1.404 -2.649
*
```

Results
Calculated total energy = -112178.2788 eV

Löwdin population analysis, charges in e, atoms 1 to 8: 0.05, -0.31, -0.22, 0.03, -0.15, 0.10, 0.06, -0.27

---

Record 2
5 unconnected molecules or ions with the total composition C18H50BFNO19P4S. Source: OMol25; level of theory: wB97M-V/def2-TZVPD.

The geometry in ORCA input format:
```
! RIJCOSX wB97M-V def2-TZVPD def2/J DEFGRID3
* xyz 1 1
O 6.656 -1.984 3.441
H -0.854 -0.966 4.798
H 3.378 0.472 3.655
H -3.662 -1.460 -0.436
H 0.835 -6.336 -2.650
H 5.070 -3.456 2.030
P 3.098 -3.925 -4.001
H 4.243 -6.392 -6.104
H -3.707 3.216 -1.333
H 0.467 3.472 3.544
O -1.258 5.911 -0.614
H -2.434 2.765 0.994
H -2.384 -0.540 4.020
C -3.546 4.277 -1.530
O 3.966 -5.258 -4.408
O -1.394 0.093 -0.097
O 4.519 -0.817 2.463
C -3.081 -6.128 -4.041
H 6.940 1.794 3.132
P 5.355 -1.318 3.797
C -1.332 -0.204 4.149
O -3.760 -4.919 -4.354
C 5.529 -2.938 -3.468
H -1.863 3.659 5.949
O 4.420 -2.914 -4.359
S -0.433 -0.260 2.564
C 6.946 0.703 3.100
H 5.344 -2.276 -2.624
H 0.852 2.195 4.742
C 3.600 0.262 2.606
C 4.198 -3.449 2.684
H -4.889 0.900 1.127
O -2.159 8.024 0.101
C -1.196 8.630 -0.759
P -3.899 -3.756 -3.142
H 5.738 -3.948 -3.113
C 0.156 3.021 4.509
O -4.865 -4.538 -2.294
H -4.423 4.667 -2.047
H 2.676 0.002 2.090
H -1.144 -2.398 -2.043
O 1.691 -4.840 -3.729
H 2.525 -6.003 -2.215
B -1.770 -0.054 1.206
H 0.169 3.805 5.284
H -4.757 8.058 -0.343
H -4.172 3.208 1.213
H -1.364 8.362 -1.802
O -3.461 6.945 -1.570
H -2.662 4.394 -2.158
C -3.818 1.046 0.883
H 6.724 0.380 2.083
C 1.819 -6.077 -3.042
H -5.020 -2.591 -0.513
H -3.121 2.656 5.232
O -3.383 4.926 -0.276
H 7.932 0.350 3.398
O 4.457 -2.745 3.892
H -5.367 7.625 -1.953
H -0.723 0.795 -0.190
H -3.751 0.974 -0.221
H -1.298 9.710 -0.651
H 4.019 1.156 2.142
H 3.345 -3.010 2.164
C -1.245 1.144 4.923
H -3.338 -3.196 -0.498
P -2.624 6.439 -0.253
H -3.389 -6.872 -4.775
C -1.389 -2.933 -2.962
C -4.003 -2.407 -0.856
C -4.486 7.934 -1.392
C -2.233 3.271 4.978
H -4.136 8.888 -1.785
H -2.544 4.095 4.306
C 4.440 -5.379 -5.756
H -2.002 -5.989 -4.125
O 5.964 0.244 4.025
O -3.100 -0.039 1.537
F 0.556 0.982 2.390
H -1.775 -2.226 -3.697
H 3.951 -4.671 -6.426
H 6.397 -2.572 -4.017
N -1.209 2.433 4.278
O -3.979 -2.303 -2.268
O -2.337 -3.965 -2.667
H -0.482 -3.394 -3.351
H 2.131 -6.863 -3.730
H -3.350 2.364 2.528
H -3.336 -6.483 -3.042
O 3.187 -3.624 -2.517
H -0.191 8.342 -0.455
C -3.404 2.440 1.421
H 3.945 -4.475 2.953
O -1.253 1.063 6.094
H 5.515 -5.203 -5.776
*
```

Results
Calculated total energy = -111237.9024 eV

Löwdin population analysis, charges in e, atoms 1 to 8: -0.23, 0.12, 0.08, 0.06, 0.09, 0.09, 0.74, 0.09

---

Record 3
A molecular structure, C18H50BrN8O2P3. Source: OMol25; level of theory: wB97M-V/def2-TZVPD.

The geometry in ORCA input format:
```
! RIJCOSX wB97M-V def2-TZVPD def2/J DEFGRID3
* xyz 0 1
C 1.943 2.765 -3.635
N 2.943 2.797 -4.726
C 1.123 -2.771 -0.998
H 1.817 0.292 -7.395
H -2.798 -3.221 6.870
H -0.878 -0.434 -1.288
O 4.716 0.211 -4.697
O -2.587 -1.038 3.794
H -6.277 -0.241 4.948
H 3.551 1.348 -8.292
H 1.270 0.722 0.218
C -0.057 -0.917 0.993
N -0.103 0.227 -1.189
H 2.772 2.717 -7.462
C 3.891 3.891 -4.399
H 2.454 -4.021 0.901
H 3.189 -2.800 -1.490
H -2.400 3.235 6.044
H -1.624 -3.391 -1.265
C 3.725 2.234 -7.669
H 2.343 2.346 -2.707
H -2.545 -1.363 0.102
H -3.214 2.680 4.595
H -0.801 0.644 6.649
H 4.086 -3.567 0.440
H 1.066 2.190 -3.925
N 4.444 1.910 -6.455
P -0.017 -2.707 0.472
H -1.647 -1.921 7.218
H -5.065 -0.625 2.622
C -5.680 0.678 4.984
H 1.261 0.007 -3.539
H -3.726 0.487 2.296
H -4.686 -0.385 7.541
P -3.004 -0.178 4.942
H -6.272 1.473 4.522
H 0.490 0.003 -6.296
H -5.542 0.973 6.022
H 6.421 1.456 -5.877
C -1.762 0.958 7.064
H -1.907 -4.207 0.264
H -1.791 -2.587 5.588
H -1.611 1.886 7.613
H -5.347 1.122 2.506
H 0.598 -0.813 1.859
H 3.344 4.827 -4.287
N -4.418 0.531 4.288
Br 1.053 -4.655 -1.603
H -5.464 -1.565 6.464
C 1.858 -0.508 -4.304
C 5.800 1.478 -6.768
C 1.388 0.604 -6.440
H 4.300 2.949 -8.266
H 4.611 4.034 -5.200
H 6.258 2.183 -7.466
N -3.391 -1.334 6.136
H 0.767 -2.166 -1.831
C 0.424 0.083 -0.043
H 4.441 3.694 -3.473
P 3.734 1.286 -5.028
C -4.547 -1.333 7.009
N -2.804 -2.335 0.081
N 2.314 0.401 -5.346
H -1.047 -0.595 1.328
H 5.820 0.481 -7.225
C -2.360 -2.305 6.475
C -1.689 -3.241 -0.184
H 2.672 -1.382 -0.512
H -4.445 -2.100 7.777
H 1.254 -1.319 -4.715
H -3.341 -2.594 0.892
H -2.086 0.219 7.796
H 1.592 3.775 -3.429
C 2.582 -2.461 -0.652
H 2.704 -0.978 -3.798
H -1.490 2.351 4.804
C -2.451 2.419 5.323
H 1.049 1.643 -6.531
N -2.795 1.156 6.024
C -4.647 0.361 2.859
C 3.082 -3.180 0.619
H 3.167 -2.494 1.461
*
```

Results
Calculated total energy = -133400.4951 eV

Löwdin population analysis, charges in e, atoms 1 to 8: -0.12, -0.28, -0.87, 0.07, 0.08, 0.04, -0.30, -0.30

---

| no. | HOMO-LUMO gap (eV) |
| --- | --- |
| 1 | 7.6 |
| 2 | 5.8 |
| 3 | 8.2 |